ORCA calculation (ωB97M-V/def2-TZVPD) on 2 unconnected molecules or ions with the total composition C5H9NO2 in a non-equilibrium geometry.

Each line ends with the Löwdin charge.
Element x y z (Å)
C 0.62 1.19 2.74  -0.595
N 0.44 2.13 1.81  -0.044
C 0.79 0.50 -0.95  -0.092
C -0.45 -0.21 -0.20  -0.231
C -1.48 -0.69 -1.17  -0.029
C -0.99 -1.36 -2.31  -0.307
O 0.20 -1.73 -2.60  -0.049
O 0.77 -0.05 2.47  -0.204
H 0.43 1.38 3.81  0.064
H -0.22 2.79 2.18  -0.044
H 1.50 0.80 -0.15  0.049
H 1.19 -0.29 -1.60  0.033
H 0.55 1.39 -1.56  0.063
H -0.92 0.44 0.54  0.073
H 0.01 -1.06 0.36  0.120
H -2.56 -0.73 -1.01  0.100
H -1.79 -1.92 -2.84  0.092

ΔE to the lowest compared entry with this formula, charge and spin ... 156.1 kJ/mol
Total charge ... -1
Total energy ... -401.08754 a.u.
Spin multiplicity ... 2
Orbital gap (alpha / beta) ... 6.999 / 5.149 eV
HOMO energy (alpha / beta) ... -0.123 / -0.122 hartree